1.
The following is a quantum chemistry calculation of a structure of composition C58H46Cl4MnNO4P2STe at a distorted geometry, from the Open Molecules 2025 dataset.

Its multiplicity is 4. The HOMO-LUMO gap (spin up / spin down) is 5.23 / 4.01 eV. The calculation puts the energy relative to the best compared isomer or geometry (same formula, charge and spin) at 46.3 kcal/mol. As for the net charge: +1. The calculation puts the HOMO energy (spin up / spin down) at -8.86 / -8.95 eV. As for the maximum force: 0.134 Eh/bohr. For the total energy, the calculation gives -6933.91015 Ha. Its LUMO energy (spin up / spin down) is -3.630 / -4.936 eV.

Last column: Löwdin charge in e.
CARTESIAN COORDINATES (ANGSTROEM)
Te1 0.907 1.635 3.393  1.408
Mn1 -0.909 -0.519 -0.650  0.562
Cl1 -2.536 -4.370 1.901  0.770
Cl2 -3.987 -6.524 0.148  0.676
Cl3 -2.765 -3.731 -4.309  0.699
Cl4 -4.088 -6.206 -2.934  0.682
S1 0.853 -1.778 -3.248  1.041
P1 0.679 -0.727 1.010  0.966
P2 -1.760 0.677 1.258  1.022
O1 0.814 -0.821 -2.088  -0.574
O2 -1.499 -2.075 0.229  -0.245
O3 -1.195 0.862 -1.552  -0.158
O4 -1.705 -1.769 -2.289  -0.168
N1 -1.817 0.161 7.228  0.080
C1 -3.166 4.960 0.320  -0.060
C2 0.261 0.329 6.085  -0.137
C3 1.101 1.401 -4.317  -0.051
C4 -0.750 4.402 -2.201  -0.004
C5 -0.175 0.433 2.072  -0.799
C6 -2.810 -1.065 3.108  -0.102
C7 0.127 -0.877 -4.699  -0.233
C8 -3.324 -5.003 -1.980  -0.715
C9 0.025 5.455 -1.759  -0.055
C10 2.429 2.488 -5.989  -0.075
C11 1.845 2.490 -4.734  -0.064
C12 2.430 -0.235 0.933  -0.358
C13 0.894 -4.690 1.832  -0.073
C14 5.231 -2.597 -0.515  -0.076
C15 -3.277 -5.144 -0.585  -0.719
C16 0.931 -3.455 1.213  -0.094
C17 -3.294 2.582 0.081  -0.132
C18 -0.529 -0.103 7.143  -0.135
C19 4.248 0.828 -0.221  -0.076
C20 -2.128 4.810 1.223  -0.057
C21 -2.760 -3.893 -2.596  -0.618
C22 -5.040 0.458 3.722  -0.068
C23 -2.473 2.148 -3.086  0.038
C24 -2.383 0.874 6.278  -0.137
C25 3.545 -2.020 -2.654  -0.279
C26 2.626 -1.679 -3.786  -0.227
C27 1.252 3.980 -0.317  -0.049
C28 -3.028 0.145 2.453  -0.325
C29 4.549 0.051 2.028  -0.069
C30 1.022 5.253 -0.819  -0.045
C31 2.275 1.389 -6.817  -0.065
C32 -1.668 3.549 1.564  -0.097
C33 -0.340 1.078 5.084  -0.486
C34 3.991 -3.203 -0.608  -0.066
C35 0.450 -2.378 3.312  -0.101
C36 0.418 -3.619 3.928  -0.069
C37 -3.688 -1.491 4.085  -0.061
C38 3.161 -2.930 -1.679  -0.069
C39 -1.369 1.985 -2.082  -0.310
C40 0.916 0.301 -5.151  -0.297
C41 -2.186 -2.867 -1.829  -0.394
C42 4.797 -1.425 -2.563  -0.047
C43 5.641 -1.725 -1.508  -0.086
C44 -4.163 0.897 2.746  -0.083
C45 -1.689 1.370 5.179  -0.106
C46 -2.105 -3.040 -0.402  -0.337
C47 -4.801 -0.726 4.401  -0.067
C48 0.485 2.922 -0.755  -0.017
C49 0.639 -4.772 3.193  -0.083
C50 5.050 0.675 0.897  -0.067
C51 3.245 -0.411 2.050  -0.143
C52 0.714 -2.294 1.950  -0.330
C53 -2.649 -4.181 0.196  -0.591
C54 2.941 0.378 -0.206  -0.095
C55 -2.238 2.425 0.985  -0.353
C56 1.522 0.306 -6.404  -0.040
C57 -0.532 3.114 -1.701  -0.165
C58 -3.763 3.841 -0.240  -0.070
H1 -1.950 -1.660 2.835  0.061
H2 1.098 -3.368 0.148  0.095
H3 -3.439 1.068 6.395  0.111
H4 1.045 -5.591 1.253  0.118
H5 -0.104 -0.684 7.949  0.112
H6 -3.108 2.994 -2.840  0.082
H7 4.643 1.301 -1.107  0.114
H8 0.248 -1.486 3.892  0.077
H9 2.202 -3.421 -1.772  0.090
H10 -4.593 3.955 -0.923  0.116
H11 1.314 0.085 6.049  0.093
H12 -2.044 2.309 -4.074  0.110
H13 -3.080 1.245 -3.107  0.108
H14 1.963 3.342 -4.079  0.103
H15 -2.201 1.957 4.432  0.093
H16 -3.517 5.946 0.062  0.113
H17 2.322 0.460 -1.088  0.082
H18 2.726 -2.392 -4.607  0.117
H19 -1.672 5.682 1.665  0.115
H20 3.012 3.335 -6.319  0.106
H21 2.835 -0.675 -4.153  0.089
H22 -3.507 -2.421 4.601  0.113
H23 2.028 3.814 0.418  0.111
H24 -5.913 1.049 3.955  0.112
H25 0.204 -3.685 4.984  0.111
H26 3.671 -3.893 0.156  0.103
H27 5.875 -2.813 0.324  0.110
H28 0.030 -1.626 -5.485  0.103
H29 -5.489 -1.057 5.163  0.114
H30 -1.530 4.589 -2.920  0.121
H31 0.598 -5.737 3.676  0.113
H32 5.116 -0.727 -3.326  0.120
H33 0.667 1.920 -0.369  0.088
H34 1.609 6.095 -0.487  0.115
H35 5.176 -0.069 2.898  0.112
H36 2.862 -0.943 2.912  0.093
H37 -3.759 1.699 -0.343  0.126
H38 -0.868 -0.612 -4.340  0.088
H39 6.621 -1.273 -1.461  0.111
H40 -0.875 3.450 2.298  0.024
H41 0.670 1.396 -3.328  0.081
H42 2.738 1.376 -7.791  0.109
H43 -4.362 1.825 2.231  0.098
H44 -0.153 6.441 -2.157  0.115
H45 6.070 1.025 0.886  0.113
H46 1.392 -0.539 -7.062  0.118

2.
The following is a quantum chemistry calculation of a structure of composition C58H46HfN11P, from the Open Molecules 2025 dataset.

The HOMO-LUMO gap is 5.78 eV. The calculation puts the energy relative to the best compared isomer or geometry (same formula, charge and spin) at 8.6 kcal/mol. As for the net charge: +2. The calculation puts the HOMO energy at -11.53 eV. As for the maximum force: 0.017 Eh/bohr. For the total energy, the calculation gives -3229.26953 Ha. Its LUMO energy is -5.746 eV.

Last column: Löwdin charge in e.
CARTESIAN COORDINATES (ANGSTROEM)
Hf1 -0.197 0.133 -0.104  1.802
P1 3.636 0.702 0.984  1.196
N1 1.313 -0.962 1.367  -0.056
N2 1.061 1.814 1.082  -0.062
N3 5.208 -0.528 -0.970  -0.121
N4 -1.848 1.614 0.024  -0.003
N5 2.983 -1.361 2.736  -0.106
N6 -0.034 -1.332 -1.792  0.006
N7 0.310 1.462 -1.781  -0.010
N8 -0.759 0.371 2.547  0.168
N9 3.033 -0.833 -1.247  0.075
N10 -1.838 -1.206 0.354  -0.027
N11 2.687 3.296 0.909  -0.109
C1 -3.081 3.558 -0.055  0.031
C2 -1.223 6.832 -3.011  -0.055
C3 3.711 -1.670 -2.081  -0.125
C4 -1.084 5.474 -2.767  -0.031
C5 -3.311 -2.151 1.841  0.028
C6 4.272 -1.275 3.423  -0.009
C7 1.831 2.388 -3.234  0.036
C8 1.236 1.175 -2.765  -0.228
C9 1.006 -2.056 2.137  -0.121
C10 -6.882 0.681 3.934  -0.065
C11 -1.268 7.731 -1.954  -0.064
C12 0.646 -1.189 -2.987  -0.239
C13 -1.394 -0.188 5.006  -0.010
C14 -1.007 -3.292 -0.637  -0.067
C15 1.575 3.977 1.312  -0.023
C16 2.527 -0.556 1.747  -0.422
C17 3.991 -0.348 -6.754  -0.066
C18 3.628 0.028 -4.406  -0.065
C19 -1.080 -4.782 -0.582  -0.209
C20 -0.994 4.994 -1.459  -0.199
C21 -5.838 -0.271 1.984  -0.030
C22 0.199 2.838 -1.763  -0.238
C23 -3.791 2.668 0.677  0.034
C24 2.624 -0.503 -6.933  -0.058
C25 -1.890 -6.888 -1.437  -0.057
C26 0.102 -3.362 -2.873  0.033
C27 -0.361 -2.672 -1.707  -0.206
C28 -2.584 -3.163 1.304  0.031
C29 -0.514 -6.851 0.530  -0.064
C30 6.482 0.038 -0.536  -0.011
C31 -1.026 0.140 3.635  -0.168
C32 -5.709 1.364 4.228  -0.064
C33 -1.183 7.264 -0.649  -0.062
C34 1.203 3.413 -2.603  0.017
C35 3.947 -0.146 -0.593  -0.462
C36 -1.696 -2.582 0.340  -0.257
C37 -0.869 3.533 -1.196  -0.078
C38 2.256 -0.155 -4.574  -0.202
C39 2.031 -2.315 2.988  -0.023
C40 0.698 -2.447 -3.669  0.014
C41 -2.877 -0.937 1.220  -0.257
C42 -4.661 0.419 2.266  -0.211
C43 1.761 -0.410 -5.851  -0.030
C44 1.351 -0.061 -3.393  -0.086
C45 2.358 1.989 0.775  -0.435
C46 -3.470 0.306 1.378  -0.089
C47 -6.944 -0.136 2.813  -0.054
C48 -1.239 -7.564 -0.415  -0.067
C49 3.977 3.898 0.592  0.005
C50 4.492 -0.077 -5.487  -0.058
C51 0.583 3.053 1.421  -0.126
C52 -0.437 -5.468 0.447  -0.038
C53 5.061 -1.495 -1.918  -0.044
C54 -1.055 5.905 -0.404  -0.049
C55 -3.030 1.457 0.726  -0.222
C56 -1.815 -5.505 -1.519  -0.035
C57 -4.607 1.239 3.393  -0.051
C58 -1.869 2.912 -0.455  -0.240
H1 0.065 -2.572 2.044  0.092
H2 -1.229 7.961 0.179  0.111
H3 -4.771 2.797 1.107  0.129
H4 -0.580 0.046 5.690  0.096
H5 3.202 -2.355 -2.743  0.118
H6 7.129 -0.744 -0.146  0.100
H7 2.226 -0.688 -7.924  0.113
H8 4.002 4.201 -0.453  0.102
H9 -2.356 -4.977 -2.297  0.127
H10 4.772 3.177 0.773  0.063
H11 -7.857 -0.669 2.579  0.114
H12 -1.002 5.545 0.619  0.110
H13 -2.684 -4.220 1.497  0.127
H14 -5.891 -0.902 1.104  0.128
H15 -1.310 7.186 -4.031  0.114
H16 4.653 -0.261 3.369  0.066
H17 -5.652 1.996 5.105  0.110
H18 5.557 0.057 -5.341  0.109
H19 -0.428 3.189 1.766  0.115
H20 -0.009 -7.374 1.333  0.110
H21 -7.747 0.789 4.576  0.113
H22 6.305 0.775 0.240  0.057
H23 -2.467 -7.440 -2.169  0.113
H24 5.902 -1.966 -2.404  0.140
H25 1.160 -2.616 -4.628  0.123
H26 -2.280 0.376 5.297  0.086
H27 -1.303 -8.642 -0.350  0.112
H28 -3.370 4.558 -0.338  0.128
H29 1.580 5.042 1.478  0.138
H30 6.984 0.522 -1.371  0.100
H31 0.692 -0.513 -6.000  0.128
H32 -1.625 -1.252 5.072  0.098
H33 4.665 -0.429 -7.597  0.112
H34 -1.381 8.791 -2.144  0.112
H35 2.591 2.450 -3.998  0.124
H36 -4.102 -2.226 2.571  0.124
H37 4.994 -1.954 2.971  0.103
H38 0.141 -4.912 1.179  0.106
H39 4.013 0.260 -3.418  0.096
H40 -3.695 1.789 3.605  0.113
H41 -1.076 4.773 -3.593  0.126
H42 4.137 4.767 1.224  0.104
H43 1.369 4.470 -2.739  0.123
H44 4.142 -1.545 4.468  0.101
H45 -0.008 -4.417 -3.063  0.121
H46 2.167 -3.082 3.733  0.136